No. 1
99
Properties=species:S:1:pos:R:3:lowdin_charge:R:1 method="wB97M-V/def2-TZVPD" total_energy_ha=-5069.73845 homo_energy_ev=-7.529
C 2.089 4.262 -3.602 0.05
C 2.028 3.009 -3.167 -0.08
C 2.015 1.590 -2.361 -0.10
C 0.520 1.023 -2.175 -0.28
C 0.646 -0.266 -1.210 -0.14
O 1.271 -0.002 0.073 -0.21
C 2.160 -1.085 0.459 -0.11
C -0.239 0.373 -3.481 -0.19
O -0.065 1.085 -4.762 -0.08
N -1.312 1.479 -5.220 -0.01
O -1.499 0.856 -6.231 0.08
O -1.670 0.450 -3.112 -0.04
C -1.912 1.250 -1.904 -0.28
O -2.888 1.193 -1.094 0.07
C -0.578 2.158 -1.876 -0.23
P -0.303 3.415 -0.488 0.82
O 0.884 3.022 0.447 -0.48
H 2.546 5.292 -3.877 0.06
H 2.554 1.722 -1.334 0.14
H 2.687 0.870 -2.989 0.12
H -0.359 -0.835 -1.044 0.16
H 1.341 -1.035 -1.756 0.12
H 2.785 -0.729 1.377 0.10
H 1.619 -2.044 0.800 0.09
H 2.926 -1.391 -0.345 0.07
H 0.135 -0.718 -3.623 0.17
H -0.707 2.835 -2.822 0.14
H -1.519 3.407 0.313 0.02
H -0.136 4.761 -1.011 0.01
C -1.303 2.662 5.735 -0.27
S -0.974 1.279 4.618 0.78
O 0.255 0.582 5.117 -0.58
C -0.486 2.291 3.205 -0.27
H -1.592 2.260 6.708 0.05
H -0.404 3.273 5.848 0.05
H -2.120 3.266 5.336 0.04
H 0.361 2.925 3.472 0.06
H -1.331 2.906 2.889 0.04
H -0.198 1.627 2.388 0.04
C 4.315 -2.322 -3.059 -0.27
S 2.955 -3.485 -2.805 0.78
O 2.733 -3.600 -1.330 -0.55
C 3.865 -4.953 -3.332 -0.26
H 3.981 -1.328 -2.754 0.02
H 5.176 -2.616 -2.456 0.06
H 4.586 -2.303 -4.117 0.06
H 4.754 -5.084 -2.711 0.06
H 4.150 -4.849 -4.380 0.06
H 3.214 -5.822 -3.220 0.05
C -2.678 -2.865 3.601 -0.27
S -1.011 -2.171 3.664 0.80
O -0.427 -2.280 2.289 -0.56
C -0.296 -3.495 4.662 -0.26
H -3.301 -2.212 2.987 0.03
H -2.652 -3.863 3.158 0.05
H -3.092 -2.913 4.611 0.05
H -0.416 -4.453 4.153 0.06
H -0.786 -3.523 5.637 0.06
H 0.767 -3.289 4.799 0.01
C -2.122 -5.845 -4.280 -0.27
S -0.792 -4.659 -4.575 0.81
O 0.502 -5.358 -4.301 -0.57
C -1.155 -3.613 -3.148 -0.26
H -2.065 -6.625 -5.041 0.05
H -2.008 -6.295 -3.292 0.06
H -3.086 -5.338 -4.354 0.05
H -1.102 -4.201 -2.230 0.07
H -2.151 -3.178 -3.258 0.06
H -0.415 -2.812 -3.108 0.02
C -1.072 8.507 -1.926 -0.27
S -0.739 7.116 -3.029 0.81
O 0.493 6.429 -2.527 -0.60
C -0.258 8.118 -4.453 -0.27
H -1.357 8.113 -0.949 0.05
H -0.177 9.123 -1.821 0.06
H -1.893 9.103 -2.329 0.05
H 0.587 8.758 -4.191 0.06
H -1.106 8.727 -4.773 0.05
H 0.033 7.449 -5.265 0.05
C 4.559 -4.440 2.985 -0.26
S 4.129 -3.925 4.663 0.83
O 2.666 -4.174 4.846 -0.56
C 4.346 -2.155 4.377 -0.26
H 4.454 -5.524 2.918 0.05
H 3.887 -3.966 2.265 0.06
H 5.593 -4.163 2.772 0.05
H 3.687 -1.824 3.571 0.05
H 5.387 -1.952 4.118 0.05
H 4.091 -1.622 5.294 0.05
C -5.560 0.575 1.907 -0.26
S -4.855 1.606 3.212 0.82
O -3.541 1.004 3.599 -0.61
C -6.056 1.147 4.482 -0.27
H -4.939 0.675 1.015 0.04
H -5.574 -0.470 2.223 0.05
H -6.573 0.914 1.682 0.05
H -6.039 0.066 4.638 0.06
H -7.053 1.466 4.173 0.05
H -5.787 1.651 5.411 0.05

No. 2
60
Properties=species:S:1:pos:R:3:nbo_charge:R:1 method="wB97M-V/def2-TZVPD" total_charge=+1 total_energy_ha=-9119.32139 homo_energy_ev=-10.302
W 1.362 0.415 0.582 0.66
O 0.748 6.588 2.396 -0.66
C 1.862 6.281 2.876 0.71
O 2.680 6.869 3.566 -0.65
C 2.073 4.845 2.459 0.08
C 1.849 3.785 3.352 -0.23
C 1.777 2.502 2.904 0.07
N 1.956 2.179 1.594 -0.58
C 2.298 3.194 0.745 0.07
C 2.354 4.500 1.122 -0.18
C 2.564 2.752 -0.657 0.75
O 2.860 3.449 -1.572 -0.48
O 2.422 1.407 -0.734 -0.73
H 1.699 3.993 4.404 0.26
H 1.566 1.678 3.571 0.22
H 2.574 5.254 0.379 0.27
Se -0.263 0.050 2.080 0.09
P 1.729 -1.866 -0.276 0.85
Se 3.266 -1.103 1.082 0.00
C 2.357 -2.151 -1.933 -0.33
C 1.428 -2.540 -2.901 -0.22
C 1.842 -2.746 -4.205 -0.18
C 3.176 -2.560 -4.544 -0.17
C 4.097 -2.169 -3.583 -0.19
C 3.691 -1.961 -2.273 -0.20
C 1.085 -3.414 0.382 -0.30
C 1.871 -4.561 0.266 -0.20
C 1.406 -5.761 0.774 -0.19
C 0.160 -5.824 1.386 -0.17
C -0.628 -4.688 1.491 -0.19
C -0.166 -3.483 0.984 -0.22
H 0.387 -2.690 -2.636 0.22
H 1.126 -3.051 -4.956 0.23
H 3.499 -2.720 -5.564 0.23
H 5.134 -2.023 -3.852 0.24
H 4.409 -1.642 -1.528 0.23
H 2.839 -4.512 -0.218 0.23
H 2.016 -6.650 0.694 0.24
H -0.197 -6.764 1.784 0.23
H -1.597 -4.742 1.970 0.23
H -0.767 -2.587 1.086 0.20
C -2.515 3.230 -0.942 -0.42
N -2.808 1.832 -0.637 -0.33
C -1.974 0.795 -0.719 0.29
Se -0.206 0.871 -1.393 0.15
N -2.620 -0.306 -0.310 -0.51
C -3.917 0.020 0.070 0.10
C -4.968 -0.739 0.568 -0.21
C -6.138 -0.058 0.836 -0.18
C -6.259 1.323 0.619 -0.18
C -5.212 2.075 0.124 -0.22
C -4.036 1.386 -0.147 0.16
H -1.470 3.322 -1.221 0.25
H -2.708 3.834 -0.058 0.24
H -3.146 3.560 -1.765 0.23
H -2.197 -1.219 -0.291 0.44
H -4.878 -1.803 0.736 0.23
H -6.988 -0.603 1.225 0.24
H -7.196 1.811 0.848 0.24
H -5.306 3.139 -0.041 0.24

No. 3
6
Properties=species:S:1:pos:R:3:nbo_charge:R:1 method="wB97M-V/def2-TZVPD" total_energy_ha=-575.30379 homo_energy_ev=-10.863
O 0.297 -0.413 -1.084 -0.72
C -0.014 -0.126 0.327 -0.03
Cl 0.636 1.434 0.962 -0.12
H -0.362 -0.160 -1.747 0.49
H -1.004 0.058 0.620 0.19
H 0.447 -0.794 0.921 0.18

No. 4
9
Properties=species:S:1:pos:R:3:nbo_charge:R:1 method="wB97M-V/def2-TZVPD" total_energy_ha=-5318.84436 homo_energy_ev=-10.664
C 1.424 0.036 0.753 0.22
C -0.743 0.602 -0.271 -0.46
C 0.276 -0.463 0.057 -0.39
N 2.334 0.420 1.326 -0.26
Br -2.380 -0.184 -0.988 0.02
Br 0.803 -1.521 -1.489 0.10
H -1.021 1.151 0.631 0.24
H -0.366 1.292 -1.027 0.24
H -0.326 -1.334 1.008 0.28

No. 5
49
Properties=species:S:1:pos:R:3:nbo_charge:R:1 method="wB97M-V/def2-TZVPD" total_charge=-1 total_energy_ha=-3905.29837 homo_energy_ev=-9.324
As 0.207 0.568 -0.992 2.79
F 1.500 -0.429 -1.723 -0.62
F -0.756 -0.927 -0.494 -0.64
F -1.163 1.530 -0.361 -0.64
F 1.053 2.107 -1.424 -0.63
F -0.670 0.456 -2.597 -0.63
F 1.041 0.670 0.573 -0.62
O -5.430 -0.014 -1.452 -0.94
H -6.124 0.631 -1.590 0.46
H -4.715 0.484 -1.055 0.48
O -6.274 -3.965 0.832 -0.94
H -5.763 -3.256 0.442 0.48
H -5.992 -3.990 1.746 0.46
O 4.897 -3.649 -0.623 -0.95
H 4.666 -3.676 0.305 0.47
H 4.457 -2.868 -0.958 0.47
O 1.053 -4.267 -5.646 -0.93
H 0.334 -3.867 -6.136 0.47
H 1.750 -3.611 -5.662 0.47
O -4.235 5.249 -2.096 -0.93
H -4.279 4.404 -1.648 0.47
H -4.531 5.883 -1.442 0.46
O -1.110 5.466 2.578 -0.94
H -1.187 4.893 1.815 0.48
H -1.497 4.964 3.295 0.46
O 0.616 1.776 7.198 -0.94
H 0.354 2.591 7.626 0.47
H 0.642 1.992 6.266 0.47
O 3.314 -3.576 3.294 -0.95
H 3.866 -3.010 3.833 0.47
H 2.439 -3.192 3.361 0.48
O -3.709 -3.921 -3.994 -0.95
H -2.783 -3.941 -3.752 0.47
H -3.964 -3.004 -3.891 0.47
O 6.119 1.418 -2.334 -0.94
H 5.470 0.830 -2.720 0.47
H 5.653 2.245 -2.214 0.47
O 3.126 4.398 -5.136 -0.94
H 2.658 3.918 -4.453 0.48
H 2.786 4.041 -5.957 0.46
O -0.413 -1.819 4.901 -0.94
H -1.291 -1.506 4.683 0.47
H -0.107 -1.223 5.584 0.47
O 3.130 5.188 3.459 -0.94
H 3.141 4.244 3.300 0.47
H 2.212 5.438 3.357 0.47
O -0.338 -5.574 0.642 -0.94
H 0.587 -5.376 0.788 0.47
H -0.741 -4.722 0.473 0.47

No. 6
16
Properties=species:S:1:pos:R:3:nbo_charge:R:1 method="wB97M-V/def2-TZVPD" total_energy_ha=-159.52859 homo_energy_ev=-11.093
C 0.160 -2.283 -1.827 -0.62
C -0.665 -1.076 -1.413 -0.62
H -0.521 -3.127 -1.918 0.21
H 0.720 -1.956 -2.785 0.20
H 1.052 -2.573 -1.216 0.21
H -0.073 -0.125 -1.728 0.21
H -0.585 -0.949 -0.336 0.20
H -1.704 -1.233 -1.644 0.22
C -0.440 1.571 1.987 -0.60
C 0.887 1.784 1.245 -0.61
H -0.444 0.581 2.294 0.21
H -0.363 2.303 2.806 0.20
H -1.310 1.946 1.303 0.20
H 1.546 1.762 2.209 0.21
H 1.153 0.845 0.567 0.19
H 0.876 2.553 0.492 0.21

No. 7
42
Properties=species:S:1:pos:R:3:nbo_charge:R:1 method="wB97M-V/def2-TZVPD" total_energy_ha=-662.37115 homo_energy_ev=-8.526
C -3.181 -1.793 0.688 -0.63
C -2.742 -0.543 -0.018 0.03
C -2.811 -0.597 -1.518 -0.67
C -2.333 0.525 0.655 -0.20
C -1.907 1.842 0.086 -0.44
C -0.516 2.274 0.570 -0.40
C 0.670 1.616 -0.191 0.27
C 1.378 2.724 -0.999 -0.63
O 0.160 0.669 -1.111 -0.75
C 1.666 0.977 0.821 -0.22
C 2.942 0.412 0.179 -0.44
C 2.739 -0.938 -0.444 -0.25
C 1.754 -1.767 -0.121 0.04
C 1.582 -3.109 -0.764 -0.63
C 0.701 -1.386 0.877 -0.46
C 1.075 -0.147 1.685 -0.39
H -4.212 -2.029 0.424 0.21
H -2.561 -2.638 0.385 0.21
H -3.115 -1.684 1.767 0.21
H -3.645 0.000 -1.887 0.22
H -1.893 -0.205 -1.949 0.24
H -2.951 -1.621 -1.858 0.21
H -2.313 0.483 1.738 0.18
H -1.923 1.819 -1.001 0.22
H -2.623 2.601 0.422 0.21
H -0.438 2.067 1.637 0.20
H -0.434 3.355 0.452 0.21
H 0.635 3.259 -1.587 0.21
H 1.883 3.426 -0.341 0.21
H 2.102 2.305 -1.694 0.20
H 0.902 0.133 -1.417 0.48
H 1.961 1.795 1.490 0.21
H 3.703 0.316 0.963 0.22
H 3.355 1.100 -0.560 0.21
H 3.484 -1.235 -1.172 0.20
H 0.604 -3.172 -1.241 0.21
H 2.350 -3.291 -1.511 0.21
H 1.634 -3.897 -0.012 0.21
H -0.236 -1.201 0.346 0.24
H 0.526 -2.223 1.559 0.21
H 1.832 -0.417 2.426 0.20
H 0.195 0.198 2.228 0.21

No. 8
20
Properties=species:S:1:pos:R:3:nbo_charge:R:1 method="wB97M-V/def2-TZVPD" total_energy_ha=-365.32298 homo_energy_ev=-8.541
C -2.007 1.429 0.775 -0.43
N -0.556 1.783 1.172 -0.67
C 0.534 0.880 0.750 -0.21
C -0.135 -0.578 0.419 -0.45
C 1.078 -1.528 0.464 -0.07
O 1.166 -2.609 -0.428 -0.71
H -2.562 2.221 1.234 0.21
H -1.869 1.666 -0.344 0.20
H -2.269 0.316 1.031 0.18
H -0.424 2.140 2.102 0.36
H 1.016 1.409 -0.086 0.18
H 1.348 0.796 1.522 0.20
H -0.863 -0.713 1.254 0.22
H -0.692 -0.559 -0.637 0.20
H 1.237 -2.007 1.440 0.18
H 2.064 -0.962 0.280 0.15
H 0.446 -2.498 -1.068 0.46
O 1.029 -0.574 -3.532 -0.90
H 1.235 0.146 -2.921 0.47
H 0.226 -0.756 -3.426 0.44

Sequential ΔE to the lowest compared entry with this formula, charge and spin output: 89.2 24.3 12.7 20.2 69.5 35.4 20.1 75.0 kcal per mole
Sequential HOMO-LUMO gap output: 7.195 5.031 11.644 10.614 10.885 12.166 9.363 9.150 eV